The following is a quantum chemistry calculation of a structure of composition C34H36ClN2O5Sb2Tc in a non-equilibrium geometry, from the OMol25 dataset.

Geometry (Å):
Tc -0.449255 -0.104827 -0.558347
C 1.240176 -4.618935 -1.036683
O 1.628292 -4.558107 0.326894
C 1.856771 -3.358113 0.931428
C 2.710937 -3.420084 2.025372
C 3.025524 -2.301049 2.783895
C 2.444304 -1.088505 2.465235
C 1.553967 -1.026055 1.398787
C 0.833909 0.225361 1.078757
N -0.521401 0.416974 1.376731
N -0.913978 1.747425 1.652491
C -1.279164 2.346691 0.547553
O -1.296983 1.778753 -0.629887
C -1.662212 3.775202 0.625111
C -2.219578 4.390135 -0.491818
C -2.579575 5.727759 -0.438632
C -2.378510 6.453274 0.726922
C -1.820674 5.841012 1.842354
C -1.463607 4.504455 1.795802
C 1.280311 -2.122718 0.576377
O 0.463028 -1.953065 -0.472229
H 1.312002 -5.667452 -1.315285
H 1.919752 -4.032737 -1.658700
H 0.220274 -4.266314 -1.187173
H 3.142722 -4.386074 2.254989
H 3.715596 -2.385038 3.612176
H 2.643110 -0.200211 3.053536
H 1.375239 1.154587 1.218228
H -2.374607 3.811464 -1.392045
H -3.019448 6.203747 -1.304910
H -2.658625 7.497686 0.768119
H -1.665320 6.407991 2.750499
H -1.032205 4.015816 2.658405
C 3.636933 0.244405 -1.464299
Sb 1.737592 1.162408 -1.613234
C 2.041476 2.964238 -0.535709
C 1.661721 1.971229 -3.577874
C 1.845602 1.016851 -4.721285
C 3.132731 0.770511 -5.193434
C 3.354388 -0.047462 -6.289967
C 2.274222 -0.618378 -6.943866
C 0.989627 -0.389413 -6.475640
C 0.754464 0.407611 -5.357826
C -0.641099 0.520710 -4.816575
Sb -0.897141 -0.817109 -3.132216
C 0.201450 -2.479269 -3.835073
C -2.884380 -1.423250 -3.561911
H 4.414588 0.967916 -1.701727
H 3.700779 -0.601603 -2.146267
H 3.758755 -0.110823 -0.441497
H 2.944552 3.463608 -0.881292
H 2.139638 2.738432 0.523518
H 1.180149 3.615869 -0.679612
H 2.450412 2.725394 -3.591059
H 0.712473 2.505935 -3.622385
H 3.974449 1.252078 -4.707318
H 4.362340 -0.219527 -6.642896
H 2.429376 -1.240329 -7.815366
H 0.146519 -0.844516 -6.982751
H -1.378205 0.178361 -5.542433
H -0.909256 1.535887 -4.526867
H -0.428812 -3.100360 -4.469517
H 0.540537 -3.044835 -2.972302
H 1.061004 -2.132820 -4.406350
H -2.884103 -1.862130 -4.558235
H -3.547811 -0.560874 -3.537620
H -3.231942 -2.155702 -2.835867
Cl -0.655469 -6.155824 3.084020
C -0.830799 -4.458198 2.840802
C -0.239824 -3.571051 3.739119
C -0.355530 -2.208955 3.548358
C -1.017492 -1.722183 2.433376
O -1.243831 -0.365916 2.355944
C -1.647735 -2.608946 1.548944
C -2.405186 -2.170767 0.399424
O -2.255324 -1.121999 -0.232822
C -1.564565 -3.987837 1.776157
H 0.302950 -3.959605 4.589800
H 0.073323 -1.507591 4.249746
H -3.195014 -2.847828 0.049183
H -2.055962 -4.681587 1.105674

Cartesian forces, eV/Å:
Tc 1.1 0.1 -0.5
C 0.1 0.0 0.0
O -0.2 0.0 0.0
C 0.1 -0.1 0.0
C 0.0 0.0 0.0
C 0.0 0.0 0.0
C 0.0 0.0 0.0
C 0.1 0.1 0.1
C 0.4 -0.2 -0.1
N -0.6 0.2 0.3
N -0.1 0.1 -0.4
C 0.1 -0.1 0.1
O 0.0 -0.3 0.2
C 0.0 0.0 0.0
C 0.0 0.0 0.0
C 0.0 0.0 0.0
C 0.0 0.0 0.0
C 0.0 0.0 0.0
C 0.0 0.0 0.0
C 0.0 -0.1 0.0
O -0.2 0.3 0.0
H 0.0 0.0 0.0
H 0.0 0.0 0.0
H 0.0 0.0 0.0
H 0.0 0.0 0.0
H 0.0 0.0 0.0
H 0.0 0.0 0.0
H 0.0 -0.1 0.1
H 0.0 0.0 0.0
H 0.0 0.0 0.0
H 0.0 0.0 0.0
H 0.0 0.0 0.0
H 0.0 0.0 0.0
C 0.0 -0.1 0.0
Sb -0.3 -0.1 0.4
C 0.0 0.0 0.0
C 0.0 0.2 -0.1
C -0.1 0.0 0.0
C 0.0 0.0 0.0
C 0.0 0.0 0.0
C 0.0 0.0 0.0
C 0.0 0.0 0.0
C 0.0 0.0 0.0
C 0.1 -0.1 0.0
Sb -0.2 0.2 -0.3
C 0.0 -0.1 0.0
C 0.0 0.0 0.1
H 0.0 0.0 0.0
H 0.0 0.0 0.0
H 0.0 0.0 0.0
H 0.0 0.0 0.0
H 0.1 0.2 0.0
H 0.0 0.0 0.0
H 0.0 0.0 0.0
H 0.0 0.0 0.0
H 0.0 0.0 0.0
H 0.0 0.0 0.0
H 0.0 0.0 0.0
H 0.0 0.0 0.0
H 0.1 0.0 -0.1
H 0.0 0.0 0.1
H 0.0 0.0 0.0
H 0.0 0.0 0.0
H 0.0 0.0 0.0
H -0.1 0.0 0.0
H 0.0 0.0 0.0
H 0.0 0.0 0.0
Cl 0.0 0.0 0.0
C 0.1 0.0 0.1
C 0.0 -0.1 0.0
C 0.0 0.0 0.0
C -0.1 -0.1 -0.1
O 0.2 0.1 0.1
C 0.1 0.0 0.0
C -0.1 0.0 -0.1
O -0.3 -0.2 0.0
C 0.0 0.1 0.0
H 0.0 0.0 0.0
H 0.0 0.0 0.0
H 0.0 0.0 0.1
H 0.0 0.0 0.0

Results
Kohn-Sham gap (spin up / spin down)	6.853 / 6.732	eV
net charge	+1
energy above the lowest of the compared OMol25 structures with the same formula, charge and spin	12.2	kJ/mol
spin multiplicity	2
highest occupied orbital energy (spin up / spin down)	-10.4 / -10.5	eV
LUMO (spin up / spin down)	-3.50 / -3.77	eV
<S²>	0.7601
max |F|	1.223	eV/Å
E_tot	-2824.10667	a.u.

Atom charges from the Löwdin analysis, given in e for atoms 1 to 5: number 1, Tc, carries 1.045; number 2, C, carries -0.070; number 3, O, carries -0.074; number 4, C, carries -0.209; number 5, C, carries 0.008